1.
Formula: C9H14
Source: the Open Molecules 2025 dataset
Level of theory: wB97M-V/def2-TZVPD

```
23
C9H14, DFT wB97M-V/def2-TZVPD
C -0.627 -1.277 -2.904
C 0.827 -1.109 -3.280
H -0.946 -2.309 -3.035
H -0.789 -1.121 -1.813
H -1.270 -0.565 -3.417
H 1.403 -0.507 -2.555
H 0.998 -0.602 -4.233
H 1.403 -2.032 -3.289
C 0.656 -1.613 2.127
C 0.084 1.086 -0.450
C 0.299 -0.164 0.075
C -0.384 2.129 0.370
C 0.152 -0.358 1.468
C -0.710 1.859 1.682
C -0.519 0.581 2.244
H 0.261 1.316 -1.499
H 0.655 -0.984 -0.534
H -0.556 3.130 -0.010
H -0.985 2.616 2.407
H 1.292 -1.505 3.007
H 1.204 -2.260 1.434
H -0.895 0.296 3.215
H -0.203 -2.207 2.485
```

As for the total charge: 0. The SMILES is Cc1ccccc1.CC.

Results of the Löwdin charge analysis, in e, for atoms 1 through 4: number 1, C, carries -0.168; number 2, C, carries -0.178; number 3, H, carries 0.064; number 4, H, carries 0.041

2.
Formula: C9H14
Source: the Open Molecules 2025 dataset
Level of theory: wB97M-V/def2-TZVPD

```
23
C9H14, DFT wB97M-V/def2-TZVPD
C 2.597 -0.204 -1.847
C 3.894 -0.860 -2.406
H 2.234 0.579 -2.505
H 1.797 -0.941 -1.963
H 2.814 -0.148 -0.785
H 4.144 -1.851 -2.046
H 3.945 -0.864 -3.496
H 4.716 -0.204 -2.101
C -2.409 -0.578 -1.120
C 0.015 0.692 2.131
C -0.753 -0.436 2.300
C -0.158 1.501 0.997
C -1.633 -0.824 1.286
C -1.115 1.195 0.060
C -1.784 -0.045 0.153
H 0.637 1.087 2.922
H -0.795 -1.055 3.185
H 0.537 2.310 0.801
H -2.211 -1.733 1.376
H -1.352 1.904 -0.717
H -3.301 -0.020 -1.406
H -2.696 -1.627 -1.026
H -1.690 -0.551 -1.936
```

As for the total charge: 0. The SMILES is Cc1ccccc1.CC.

Results of the Löwdin charge analysis, in e, for atoms 1 through 4: number 1, C, carries -0.161; number 2, C, carries -0.177; number 3, H, carries 0.062; number 4, H, carries 0.051

3.
Formula: C9H14
Source: the Open Molecules 2025 dataset
Level of theory: wB97M-V/def2-TZVPD

```
23
C9H14, DFT wB97M-V/def2-TZVPD
C -1.685 -1.874 -1.069
C -1.889 -0.933 -2.263
H -2.145 -2.872 -1.196
H -0.714 -1.901 -0.585
H -2.449 -1.446 -0.376
H -2.019 0.104 -1.945
H -0.948 -1.045 -2.833
H -2.701 -1.256 -2.929
C 3.106 0.197 1.325
C -0.669 -0.045 0.966
C -1.009 1.256 0.653
C 0.705 -0.355 1.136
C 1.671 0.594 0.967
C -0.019 2.152 0.234
C 1.325 1.839 0.444
H -1.403 -0.587 1.563
H -2.023 1.637 0.455
H 0.850 -1.341 1.568
H -0.303 3.137 -0.109
H 3.141 -0.662 1.981
H 3.735 1.000 1.701
H 1.963 2.566 -0.064
H 3.482 -0.165 0.373
```

As for the total charge: 0. The SMILES is Cc1ccccc1.CC.

Results of the Löwdin charge analysis, in e, for atoms 1 through 4: number 1, C, carries -0.186; number 2, C, carries -0.161; number 3, H, carries 0.069; number 4, H, carries 0.043

4.
Formula: C9H14
Source: the Open Molecules 2025 dataset
Level of theory: wB97M-V/def2-TZVPD

```
23
C9H14, DFT wB97M-V/def2-TZVPD
C -2.971 0.701 -0.696
C 0.397 0.381 1.026
C 0.865 1.693 0.928
C -0.808 0.074 0.406
C -1.639 1.082 -0.061
C 0.001 2.710 0.576
C -1.258 2.418 0.025
H 0.933 -0.322 1.646
H 1.795 2.015 1.386
H -1.106 -0.966 0.381
H 0.264 3.756 0.673
H -3.311 -0.258 -0.306
H -2.848 0.492 -1.763
H -1.884 3.274 -0.184
H -3.657 1.528 -0.533
C 2.459 -1.811 -0.421
C 1.407 -2.880 -0.461
H 2.604 -1.377 0.561
H 3.391 -2.115 -0.903
H 2.188 -0.955 -1.053
H 1.674 -3.799 0.066
H 0.971 -3.022 -1.449
H 0.535 -2.619 0.154
```

As for the total charge: 0. The SMILES is Cc1ccccc1.CC.

Results of the Löwdin charge analysis, in e, for atoms 1 through 4: number 1, C, carries -0.050; number 2, C, carries -0.095; number 3, C, carries -0.098; number 4, C, carries -0.061

Asked for energy relative to the best compared isomer or geometry (same formula, charge and spin) across the records above, the calculation gives 15.1 18.5 31.3 14.3 kcal/mol in order.
Asked for orbital gap across the records above, the calculation gives 9.92 9.90 9.99 10.06 eV in order.
Asked for HOMO energy across the records above, the calculation gives -8.9 -8.9 -9.0 -9.0 eV in order.